Record 1
{
  "formula": "C8H20FNO4S2",
  "method": "wB97M-V/def2-TZVPD",
  "elements": ["N", "H", "H", "H", "H", "F", "C", "C", "C", "S", "O", "O", "C", "H", "H", "H", "H", "H", "H", "H", "H", "C", "C", "C", "S", "O", "O", "C", "H", "H", "H", "H", "H", "H", "H", "H"],
  "xyz": [[-1.2300, -3.0171, 2.2792], [-0.7420, -2.5401, 2.9842], [-1.1160, -3.0801, 1.2812], [-2.2340, -2.5411, 2.3212], [-1.1790, -3.9601, 2.2812], [-0.0740, -0.4831, 1.6632], [-0.9180, 2.4299, 0.8792], [-1.0480, 3.0159, -0.5888], [-2.5820, 3.4579, -0.7158], [-3.0200, 4.0559, 0.8822], [-4.2740, 3.4349, 1.3252], [-2.8860, 5.4599, 0.7992], [-1.7040, 3.3599, 1.9222], [-0.0730, 2.3789, 1.3232], [-1.5350, 1.5499, 0.9222], [-0.7030, 2.3459, -1.4378], [-0.4250, 3.8439, -0.7238], [-3.1170, 2.7099, -0.8058], [-2.5260, 4.1679, -1.3078], [-2.0610, 3.0749, 3.0072], [-1.2020, 4.1969, 2.2542], [2.3270, -0.9301, -1.8368], [3.5910, -1.8931, -1.5318], [3.1570, -3.1381, -0.8188], [1.4570, -3.4711, -1.3328], [0.6340, -3.8001, -0.1878], [1.5030, -4.3241, -2.4908], [1.0050, -1.7671, -1.6858], [2.5490, -0.4031, -2.7328], [2.2940, -0.4141, -0.9008], [4.1500, -1.3091, -0.9458], [4.2150, -2.1231, -2.3698], [3.1810, -3.0181, 0.3302], [3.6520, -4.1921, -0.6998], [0.4820, -1.3391, -0.8648], [0.4530, -1.7401, -2.4778]],
  "mulliken_charge": [-0.356, 0.309, 0.251, 0.413, 0.333, -0.888, -0.785, -0.530, -1.286, 1.220, -0.696, -0.673, -0.704, 0.536, 0.271, 0.287, 0.367, 0.624, 0.604, 0.323, 0.415, -0.630, -0.938, -0.529, 1.013, -0.643, -0.629, -0.699, 0.423, 0.263, 0.479, 0.309, 0.294, 0.394, 0.244, 0.614],
  "e_above_lowest_ev": 0.9237,
  "e_lumo_ev": -0.5,
  "homo_energy_ha": -0.310
}

Record 2
{
  "formula": "C8H20N2O2S",
  "method": "wB97M-V/def2-TZVPD",
  "elements": ["C", "C", "C", "C", "C", "C", "C", "C", "H", "H", "H", "H", "H", "H", "H", "H", "H", "H", "H", "H", "H", "H", "H", "H", "H", "H", "H", "H", "N", "N", "O", "O", "S"],
  "xyz": [[2.1709, -1.2036, 1.9338], [2.5912, -0.6748, 0.6072], [2.1942, 0.6809, 0.2353], [0.6662, 0.9916, 0.1457], [-0.8567, -1.0307, -0.6086], [-2.4647, -0.7784, -0.6810], [-2.7136, 0.1311, 0.4558], [-2.2437, -0.4658, 1.8092], [2.7774, -0.7865, 2.7963], [2.3823, -2.3247, 1.9632], [1.1215, -1.0767, 2.3023], [1.9987, -1.3567, -0.1547], [3.7483, -0.8406, 0.5490], [2.3753, 0.9325, -1.0560], [2.3684, 1.5777, 0.9885], [0.5473, 2.0901, -0.0665], [0.0580, 0.8467, 1.0304], [-0.6664, -1.6349, 0.3205], [-0.5925, -1.4447, -1.7277], [-2.4559, 0.1178, -1.4753], [-2.9177, -1.8276, -0.8055], [-1.7933, 0.9734, 0.1164], [-3.7413, 0.6222, 0.9807], [-3.0068, -1.1817, 2.0151], [-1.3068, -1.0672, 1.8872], [-2.1288, 0.3656, 2.6808], [1.6576, 2.1873, -2.3118], [1.7680, 0.4310, -2.7447], [-0.1322, 0.2520, -0.8113], [1.1685, 1.3336, -2.8444], [-1.3034, 0.4295, -3.3421], [-0.8287, 2.6033, -1.8889], [-0.4412, 1.1282, -2.2989]],
  "mulliken_charge": [-1.170, -0.149, -0.052, -1.442, -0.816, -0.450, 0.148, -1.220, 0.368, 0.289, 0.193, 0.134, 0.283, -0.040, 0.269, 0.482, 0.638, 0.366, 0.344, 0.085, 0.392, -0.033, 0.330, 0.443, 0.199, 0.254, 0.391, 0.403, 0.290, -0.735, -0.566, -0.612, 0.985],
  "smiles": "CCCCN(CCCC)S(N)(=O)=O",
  "e_above_lowest_ev": 7.3399,
  "e_lumo_ev": 0.4,
  "homo_energy_ha": -0.332
}

Record 3
{
  "formula": "C8H20N3O8PS2",
  "method": "wB97M-V/def2-TZVPD",
  "elements": ["N", "P", "O", "O", "C", "O", "S", "O", "O", "O", "C", "S", "H", "H", "H", "H", "H", "H", "C", "O", "N", "C", "C", "H", "H", "H", "H", "H", "H", "H", "C", "O", "N", "C", "C", "H", "H", "H", "H", "H", "H", "H"],
  "xyz": [[-0.1982, 0.5944, 0.8289], [-0.2522, 0.0151, -0.6361], [0.5952, 0.9879, -1.7215], [0.4063, -1.5190, -0.7358], [-1.9971, -0.0698, -1.3244], [-2.4978, -1.3601, -0.9082], [-4.1578, -1.1463, -1.0064], [-4.6368, -1.6105, 0.3025], [-4.6232, -1.8388, -2.2170], [-4.3039, 0.4712, -1.3310], [-3.0039, 1.0717, -0.9843], [-3.2192, 1.6098, 0.7629], [0.2397, -0.1208, 1.4092], [0.0348, 1.7514, -1.9055], [1.2688, -1.4816, -0.3029], [-1.8340, -0.0631, -2.4299], [-2.7603, 1.8949, -1.6826], [-4.3496, 2.3960, 0.6585], [-0.3936, 1.7733, 4.0053], [-1.4093, 2.4186, 3.8646], [0.1049, 1.3629, 5.1984], [1.3275, 0.5932, 5.2966], [-0.6124, 1.7079, 6.4119], [0.2202, 1.4627, 3.1475], [1.1154, -0.3670, 5.7732], [2.0552, 1.1416, 5.8995], [1.7494, 0.4136, 4.3087], [-1.6214, 1.2941, 6.3682], [-0.6874, 2.7938, 6.4938], [-0.0929, 1.3115, 7.2823], [4.0187, -1.6661, -3.3923], [4.1698, -1.1986, -2.2819], [2.9226, -1.4871, -4.1646], [2.8022, -2.0776, -5.4822], [1.8354, -0.6755, -3.6470], [4.7869, -2.2948, -3.8701], [2.6745, -1.2861, -6.2244], [1.9321, -2.7377, -5.5059], [3.6920, -2.6549, -5.7290], [2.2031, 0.3272, -3.4345], [1.4721, -1.1152, -2.7227], [1.0242, -0.6224, -4.3717]],
  "mulliken_charge": [-0.515, 0.793, -0.432, -0.570, -0.227, -0.334, 1.117, -0.536, -0.571, -0.264, -0.036, -0.084, 0.181, 0.299, 0.322, 0.334, 0.393, 0.160, 0.237, -0.633, 0.101, -0.937, -0.940, 0.220, 0.338, 0.336, 0.311, 0.291, 0.290, 0.372, 0.048, -0.581, 0.195, -0.919, -0.945, 0.277, 0.320, 0.324, 0.309, 0.326, 0.278, 0.355],
  "e_lumo_ev": -0.1,
  "homo_energy_ha": -0.334
}

Record 4
{
  "formula": "C8H20N7",
  "method": "wB97M-V/def2-TZVPD",
  "elements": ["C", "C", "C", "C", "C", "C", "C", "C", "N", "N", "N", "N", "N", "N", "N", "H", "H", "H", "H", "H", "H", "H", "H", "H", "H", "H", "H", "H", "H", "H", "H", "H", "H", "H", "H"],
  "xyz": [[0.4750, 3.1237, -1.3523], [3.0941, 0.4891, 1.0135], [-0.1823, 0.8381, -1.7798], [-1.4982, -3.2695, 2.7867], [-0.0671, -0.4869, -1.1388], [-1.4501, -1.8482, 2.1307], [-0.6577, -0.4943, 0.2330], [-0.7986, -1.9138, 0.8120], [1.6784, -0.1034, 2.7581], [2.3197, -0.2249, 1.7073], [-0.5033, 3.8485, -1.7529], [2.7002, 1.2679, 0.0490], [0.5486, 1.7495, -1.1992], [-1.2115, 1.8769, -3.8743], [-0.6793, 0.8712, -3.0689], [1.3369, 3.5496, -0.6005], [4.1709, 0.0395, 0.9147], [-2.0218, -3.3935, 3.7848], [-2.1358, -3.8553, 2.1215], [-0.5956, -3.8041, 2.9428], [0.9630, -0.9943, -1.3118], [-0.7374, -1.1107, -1.6425], [-0.9421, -1.0932, 2.8452], [-2.4954, -1.7098, 1.9003], [-1.7235, -0.0977, 0.1373], [-0.1863, 0.0376, 1.0237], [0.0975, -2.4212, 0.9478], [-1.2615, -2.5285, 0.0665], [1.0799, -0.9136, 2.9603], [-0.5159, 4.8619, -1.5160], [3.4179, 1.5454, -0.6466], [1.6736, 1.4055, -0.3730], [-2.1561, 2.0341, -3.6657], [-0.8366, 2.8365, -3.8613], [-0.8994, -0.1121, -3.3515]],
  "mulliken_charge": [-0.039, -0.054, 0.644, -1.422, -1.006, -0.249, -0.324, -1.249, -0.462, 0.366, -0.601, -0.297, -0.360, -0.799, 0.021, 0.186, 0.341, 0.343, 0.337, 0.377, 0.207, 0.429, 0.313, 0.239, 0.292, 0.432, 0.486, 0.588, 0.345, 0.243, 0.235, 0.562, 0.241, 0.304, 0.331],
  "charge": 1,
  "e_above_lowest_ev": 3.6267,
  "e_lumo_ev": -4.7,
  "homo_energy_ha": -0.454
}

Record 5
{
  "formula": "C8H20N7",
  "method": "wB97M-V/def2-TZVPD",
  "elements": ["C", "C", "C", "C", "C", "C", "C", "C", "N", "N", "N", "N", "N", "N", "N", "H", "H", "H", "H", "H", "H", "H", "H", "H", "H", "H", "H", "H", "H", "H", "H", "H", "H", "H", "H"],
  "xyz": [[1.5486, 2.2066, 0.6659], [1.0654, -2.8632, 1.5016], [1.8690, -2.0675, 2.5187], [1.0734, 1.4064, 1.9335], [-2.1703, 0.6276, -1.0081], [-2.7201, 1.0994, -2.3884], [0.3245, 0.7174, -0.9128], [0.5244, -0.6649, 0.4971], [1.4559, 1.4827, -0.6357], [-0.8890, 1.1951, -0.5576], [0.6616, -1.9633, 0.3949], [1.3170, -0.7476, 2.7959], [0.8702, -0.0549, 1.6083], [0.5766, -0.2243, -2.0557], [-3.1974, -0.1648, -2.9602], [0.8983, 3.1279, 0.6158], [2.5656, 2.2616, 0.8102], [1.6340, -3.6186, 1.2055], [0.1343, -3.3280, 1.9614], [2.0319, -2.6861, 3.3416], [2.8700, -1.8022, 2.1477], [1.8487, 1.4865, 2.7785], [0.0670, 1.7528, 2.3240], [-2.8971, 0.8425, -0.3314], [-1.9486, -0.4474, -1.1870], [-3.4116, 1.8976, -2.2510], [-1.9676, 1.4586, -3.1034], [2.3385, 0.9434, -0.8309], [-0.8287, 2.2284, -0.2152], [0.3953, -2.4026, -0.5461], [0.6445, -0.7974, 3.5330], [-0.2538, -0.6317, -2.5667], [1.1057, 0.1205, -2.7443], [-3.9729, -0.3634, -2.3926], [-3.5632, -0.0269, -3.9466]],
  "mulliken_charge": [-0.811, -0.632, -0.710, -0.427, -1.033, -0.494, 0.071, 0.319, -0.420, 0.116, -0.165, -0.674, 0.394, -0.496, -0.612, 0.271, 0.484, 0.448, 0.284, 0.447, 0.303, 0.363, 0.239, 0.527, 0.436, 0.374, 0.350, 0.325, 0.274, 0.324, 0.219, 0.246, 0.198, 0.207, 0.255],
  "charge": 1,
  "e_above_lowest_ev": 1.5010,
  "e_lumo_ev": -2.3,
  "homo_energy_ha": -0.437
}

Record 6
{
  "formula": "C8H20NOS",
  "method": "wB97M-V/def2-TZVPD",
  "elements": ["C", "C", "C", "C", "C", "C", "C", "C", "N", "O", "S", "H", "H", "H", "H", "H", "H", "H", "H", "H", "H", "H", "H", "H", "H", "H", "H", "H", "H", "H", "H"],
  "xyz": [[0.4614, -1.1617, -1.6396], [0.1959, -2.4750, 0.4278], [-0.8075, 0.0271, 1.8913], [-1.1961, 1.6141, -1.3799], [-0.2972, 2.5719, 0.6878], [1.9309, -0.5006, 0.2417], [0.5058, -1.0930, -0.1426], [-0.4532, 0.0119, 0.3936], [-0.2987, 1.3959, -0.2530], [2.1465, 0.6777, -0.5255], [-2.5629, -0.7573, -0.2221], [0.4527, -0.1122, -2.0739], [-0.4554, -1.5201, -2.0506], [1.0833, -1.8665, -2.1315], [0.0605, -2.6318, 1.5266], [-0.6952, -2.8663, -0.0385], [0.9147, -3.2059, 0.2356], [-1.7448, 0.5509, 1.8540], [-0.9766, -0.9106, 2.2550], [-0.0828, 0.3712, 2.5618], [-0.8000, 1.1222, -2.2261], [-2.3082, 1.4224, -1.1053], [-1.1998, 2.8317, -1.5051], [-1.1808, 2.9444, 1.2886], [0.4899, 2.2018, 1.3705], [0.2174, 3.3162, 0.0120], [2.0430, -0.3061, 1.2819], [2.5405, -1.3008, -0.1518], [0.7004, 1.2774, -0.5930], [2.7357, 0.3315, -1.1958], [-2.3524, -1.1647, -1.4809]],
  "mulliken_charge": [-1.672, -1.833, -1.967, -0.749, -0.974, -1.171, 1.857, -0.437, 0.310, -0.587, -0.108, 0.289, 0.350, 0.449, 0.343, 0.407, 0.517, 0.533, 0.630, 0.447, 0.381, 0.375, 0.347, 0.306, 0.383, 0.479, 0.346, 0.584, 0.588, 0.397, 0.180],
  "charge": 1,
  "e_above_lowest_ev": 1.5874,
  "e_lumo_ev": [-3.6, -3.6],
  "homo_energy_ha": [-0.461, -0.461]
}

Record 7
{
  "formula": "C8H21BBrNO13PS3",
  "method": "wB97M-V/def2-TZVPD",
  "elements": ["C", "B", "O", "P", "Br", "C", "N", "H", "H", "H", "H", "H", "H", "H", "H", "H", "C", "C", "O", "S", "O", "O", "O", "H", "H", "H", "H", "C", "C", "O", "S", "O", "O", "O", "H", "H", "H", "H", "C", "C", "O", "S", "O", "O", "O", "H", "H", "H", "H"],
  "xyz": [[-0.8881, 2.5826, -1.6060], [0.5439, 2.5155, -1.0009], [1.4854, 1.5972, -1.2444], [1.0520, 3.9287, 0.3281], [3.0492, 4.5785, -0.0819], [0.9695, 3.0562, 1.9437], [1.7391, 1.8718, 1.7172], [-1.3454, 3.5587, -1.4501], [-1.5073, 1.8038, -1.1504], [-0.8221, 2.3710, -2.6752], [1.4068, 0.7345, -0.8039], [0.1785, 5.0241, 0.3013], [1.3282, 3.6873, 2.7540], [-0.0960, 2.8601, 2.1039], [2.4618, 1.6869, 2.3909], [1.1265, 1.0871, 1.5608], [-1.0943, -3.2539, 1.0873], [-1.0477, -2.9865, -0.4034], [-0.9900, -1.5422, -0.4911], [-0.1845, -0.9848, 0.7536], [1.1589, -0.7165, 0.3404], [-0.9424, 0.0699, 1.3421], [-0.2058, -2.2628, 1.6480], [-2.0898, -3.0918, 1.5006], [-0.7466, -4.2466, 1.3536], [-1.9204, -3.3557, -0.9323], [-0.1439, -3.3919, -0.8595], [-1.5857, 2.6765, -5.4853], [-1.4691, 3.1090, -6.9327], [-2.2035, 2.1107, -7.6491], [-3.4291, 1.5870, -6.7655], [-4.6112, 2.2748, -7.1299], [-3.3719, 0.1731, -6.7189], [-2.9197, 2.1824, -5.3619], [-0.8941, 1.8606, -5.2585], [-1.4269, 3.4955, -4.7879], [-0.4424, 3.1439, -7.2851], [-1.9443, 4.0775, -7.1011], [1.5182, -4.2566, 6.6531], [2.7687, -4.7491, 5.9557], [2.5424, -4.4239, 4.5722], [1.6970, -3.0811, 4.4644], [2.5644, -1.9801, 4.2391], [0.5959, -3.3071, 3.5975], [1.1993, -3.0285, 5.9749], [0.6844, -4.9481, 6.5247], [1.6718, -4.0641, 7.7106], [2.9227, -5.8182, 6.0636], [3.6579, -4.2153, 6.2941]],
  "mulliken_charge": [-0.704, 0.570, -0.498, 0.289, -0.112, -0.559, -0.250, 0.338, 0.327, 0.095, 0.445, 0.198, 0.459, 0.281, 0.223, -0.004, -0.349, -0.372, -0.313, 1.167, -0.780, -0.619, -0.123, 0.310, 0.321, 0.334, 0.300, -0.274, -0.336, -0.310, 1.093, -0.523, -0.531, -0.297, 0.249, 0.315, 0.313, 0.304, -0.325, -0.336, -0.310, 1.180, -0.594, -0.470, -0.320, 0.280, 0.310, 0.308, 0.299],
  "charge": 1,
  "e_lumo_ev": -3.6,
  "homo_energy_ha": -0.473
}